Entry 1:
{
  "formula": "C37H46N3O3S7SiY",
  "method": "wB97M-V/def2-TZVPD",
  "e_above_lowest_kj_mol": 0.0,
  "symbols": ["Y", "C", "C", "N", "C", "C", "S", "C", "C", "N", "H", "H", "H", "H", "H", "H", "H", "H", "H", "H", "H", "H", "H", "H", "C", "Si", "C", "N", "C", "C", "C", "C", "C", "C", "C", "C", "C", "C", "C", "C", "C", "C", "C", "C", "C", "H", "H", "H", "H", "H", "H", "H", "H", "H", "H", "H", "H", "H", "H", "H", "H", "H", "H", "H", "H", "H", "H", "H", "H", "O", "C", "O", "C", "C", "C", "C", "S", "C", "C", "H", "H", "H", "H", "H", "C", "S", "C", "C", "S", "S", "C", "S", "S", "H", "H", "H", "O", "C"],
  "xyz": [[-0.021, -0.078, -0.282], [0.566, -2.038, 2.758], [-0.881, -2.246, 2.330], [-1.481, -1.031, 1.755], [-2.005, -0.068, 2.729], [-0.956, 0.708, 3.519], [0.362, 1.464, 2.533], [1.854, 0.698, 3.210], [2.407, -0.465, 2.383], [1.343, -1.273, 1.774], [1.011, -3.019, 2.935], [0.606, -1.507, 3.707], [-1.463, -2.604, 3.187], [-0.915, -3.020, 1.567], [-2.270, -1.329, 1.188], [-2.652, -0.576, 3.453], [-2.626, 0.638, 2.180], [-0.499, 0.100, 4.297], [-1.473, 1.522, 4.026], [1.645, 0.422, 4.245], [2.603, 1.488, 3.243], [3.056, -1.067, 3.027], [3.027, -0.076, 1.581], [1.759, -1.924, 1.116], [-1.239, 1.946, -0.259], [-2.259, 2.137, -1.740], [-3.161, 0.497, -1.831], [-2.244, -0.683, -1.888], [-1.712, -0.828, -3.284], [-1.694, -2.275, -3.744], [-3.122, -2.826, -3.813], [-3.928, -2.419, -2.558], [-2.989, -1.903, -1.477], [-3.593, 3.457, -1.690], [-4.706, 3.315, -0.849], [-5.670, 4.310, -0.745], [-5.538, 5.481, -1.483], [-4.444, 5.648, -2.322], [-3.484, 4.644, -2.424], [-1.208, 2.417, -3.253], [-1.762, 2.393, -4.541], [-0.972, 2.582, -5.666], [0.397, 2.801, -5.525], [0.965, 2.843, -4.262], [0.164, 2.658, -3.136], [-1.907, 1.978, 0.617], [-0.533, 2.781, -0.135], [-3.906, 0.458, -2.639], [-3.725, 0.443, -0.891], [-0.721, -0.377, -3.360], [-2.351, -0.254, -3.963], [-1.085, -2.873, -3.065], [-1.211, -2.320, -4.722], [-3.092, -3.912, -3.916], [-3.614, -2.440, -4.709], [-4.491, -3.265, -2.159], [-4.664, -1.651, -2.803], [-2.272, -2.676, -1.209], [-3.552, -1.647, -0.574], [-4.828, 2.411, -0.256], [-6.522, 4.175, -0.089], [-6.287, 6.260, -1.405], [-4.338, 6.559, -2.899], [-2.638, 4.789, -3.090], [-2.829, 2.222, -4.670], [-1.418, 2.554, -6.653], [1.016, 2.941, -6.403], [2.028, 3.016, -4.144], [0.629, 2.701, -2.158], [9.183, 3.318, 1.243], [8.602, 2.506, 0.324], [9.288, 1.828, -0.384], [7.103, 2.531, 0.254], [6.505, 2.104, -0.924], [5.125, 2.116, -1.056], [4.321, 2.533, 0.006], [2.564, 2.531, -0.121], [4.923, 2.931, 1.198], [6.305, 2.944, 1.314], [8.509, 3.873, 1.653], [7.138, 1.766, -1.734], [4.665, 1.796, -1.981], [4.302, 3.236, 2.032], [6.741, 3.237, 2.263], [0.334, -6.320, -1.844], [2.009, -5.807, -1.401], [2.111, -4.311, -2.303], [1.458, -3.163, -2.030], [0.293, -2.875, -0.739], [1.794, -1.880, -3.153], [2.922, -2.669, -4.192], [3.628, -1.955, -5.489], [3.151, -4.302, -3.708], [0.138, -7.245, -1.299], [0.255, -6.511, -2.913], [-0.384, -5.560, -1.536], [3.113, -0.005, -0.879], [2.195, 0.733, -0.661]],
  "forces_ev_per_a": [[-0.856, -0.951, 1.195], [0.054, 0.060, -0.005], [0.012, 0.103, -0.020], [0.055, 0.046, -0.483], [0.042, 0.002, 0.013], [-0.088, -0.032, 0.092], [0.130, 0.147, -0.437], [0.041, 0.002, 0.079], [-0.155, -0.039, 0.055], [0.188, 0.198, -0.275], [0.045, -0.059, 0.040], [-0.013, -0.006, 0.010], [-0.016, -0.001, 0.046], [-0.022, -0.042, -0.052], [-0.065, -0.033, 0.033], [-0.071, -0.023, 0.053], [-0.006, 0.024, -0.041], [-0.029, -0.010, -0.026], [-0.030, -0.010, 0.057], [0.015, -0.024, -0.035], [0.021, 0.005, 0.029], [0.030, -0.061, 0.047], [0.022, 0.009, -0.036], [0.041, -0.061, -0.027], [0.075, 0.446, 0.093], [-0.060, 0.339, 0.049], [-0.115, -0.421, -0.180], [-0.089, 0.305, 0.264], [-0.144, -0.122, 0.159], [-0.033, -0.043, -0.055], [0.008, 0.043, 0.029], [0.057, -0.074, -0.065], [0.004, 0.147, -0.010], [-0.213, 0.220, -0.047], [0.008, 0.077, -0.050], [0.084, -0.007, -0.055], [0.026, -0.049, -0.002], [0.043, -0.110, 0.024], [-0.126, -0.014, 0.071], [0.173, 0.107, -0.317], [0.091, 0.019, 0.023], [0.048, -0.019, 0.078], [-0.054, -0.006, -0.012], [-0.091, -0.033, 0.068], [-0.039, -0.107, -0.181], [0.047, -0.012, -0.046], [-0.046, -0.086, 0.063], [0.020, -0.067, 0.041], [0.023, -0.039, -0.033], [0.083, 0.038, 0.035], [-0.005, 0.016, -0.026], [-0.003, 0.014, -0.020], [-0.021, -0.015, -0.004], [0.007, 0.010, 0.008], [-0.006, -0.015, 0.015], [-0.006, -0.007, -0.026], [0.014, 0.010, 0.004], [0.058, -0.070, -0.006], [-0.015, 0.002, -0.027], [0.018, 0.058, -0.034], [0.027, 0.002, -0.022], [0.028, -0.027, -0.001], [0.002, -0.040, 0.023], [-0.037, -0.018, 0.047], [0.057, 0.029, 0.025], [0.018, 0.008, 0.025], [-0.021, -0.012, 0.028], [-0.027, -0.001, -0.003], [-0.012, 0.044, 0.010], [-0.168, -0.034, -0.014], [-0.024, 0.089, 0.042], [0.001, -0.072, -0.065], [0.210, 0.005, 0.027], [-0.119, -0.046, -0.101], [0.013, -0.015, -0.005], [0.091, 0.019, -0.003], [0.161, 0.049, -0.030], [0.090, -0.001, 0.031], [-0.155, 0.019, 0.113], [0.061, 0.025, 0.008], [-0.036, 0.010, 0.017], [0.026, 0.027, 0.018], [0.025, 0.005, -0.019], [-0.012, 0.007, -0.005], [-0.100, -0.063, 0.018], [-0.025, -0.050, 0.101], [-0.018, 0.043, 0.040], [-0.182, -0.029, 0.140], [0.475, -0.115, -0.462], [-0.233, 0.446, 0.019], [-0.062, -0.024, -0.097], [0.001, -0.006, 0.069], [0.176, -0.236, -0.015], [0.003, 0.044, -0.031], [0.020, 0.016, 0.018], [0.039, -0.044, -0.017], [0.110, 0.067, 0.020], [0.429, 0.100, -0.092]]
}



Entry 2:
{
  "formula": "C14H48N16O10",
  "method": "wB97M-V/def2-TZVPD",
  "smiles": "NC(N)=O.NC(N)=O.NC(N)=O.NC(N)=O.NC(N)=O.NC(N)=O.NC(N)=O.NC(N)=O.CC(C)O.CC(C)O",
  "e_above_lowest_kj_mol": 158.9,
  "symbols": ["C", "C", "C", "O", "H", "H", "H", "H", "H", "H", "H", "H", "C", "C", "C", "O", "H", "H", "H", "H", "H", "H", "H", "H", "C", "O", "N", "N", "H", "H", "H", "H", "C", "O", "N", "N", "H", "H", "H", "H", "C", "O", "N", "N", "H", "H", "H", "H", "C", "O", "N", "N", "H", "H", "H", "H", "C", "O", "N", "N", "H", "H", "H", "H", "C", "O", "N", "N", "H", "H", "H", "H", "C", "O", "N", "N", "H", "H", "H", "H", "C", "O", "N", "N", "H", "H", "H", "H"],
  "xyz": [[0.685, -0.675, -0.718], [0.112, -1.432, 0.450], [0.691, -1.268, 1.854], [-1.247, -1.013, 0.564], [0.479, 0.402, -0.652], [0.244, -1.044, -1.643], [1.775, -0.623, -0.787], [0.081, -2.461, 0.075], [-0.051, -1.622, 2.568], [0.858, -0.234, 2.164], [1.628, -1.822, 1.933], [-1.160, -0.129, 0.179], [-3.127, 0.347, -3.180], [-2.533, 0.642, -4.546], [-1.059, 0.938, -4.412], [-2.609, -0.591, -5.295], [-2.757, 0.882, -2.300], [-2.900, -0.670, -2.841], [-4.212, 0.468, -3.197], [-3.100, 1.350, -5.150], [-0.617, 0.033, -3.992], [-0.893, 1.877, -3.886], [-0.652, 0.984, -5.424], [-2.319, -1.244, -4.650], [3.950, 3.096, -1.739], [4.064, 4.246, -2.134], [2.972, 2.268, -2.170], [4.798, 2.439, -0.898], [3.125, 1.312, -1.887], [2.168, 2.706, -2.579], [5.619, 2.820, -0.465], [4.812, 1.434, -1.019], [-3.754, -1.183, 4.163], [-3.068, -1.321, 5.164], [-5.060, -1.525, 4.054], [-3.253, -0.861, 2.929], [-5.471, -1.306, 3.146], [-5.528, -2.024, 4.787], [-3.872, -0.912, 2.141], [-2.261, -0.834, 2.772], [-6.077, -0.712, 0.363], [-5.902, -0.767, 1.580], [-5.056, -0.929, -0.535], [-7.231, -0.417, -0.256], [-4.099, -0.952, -0.215], [-5.317, -1.171, -1.472], [-7.311, -0.810, -1.175], [-7.966, -0.178, 0.391], [4.586, -0.903, 2.371], [4.902, -2.074, 2.143], [4.247, -0.012, 1.405], [4.654, -0.295, 3.561], [3.804, 0.871, 1.577], [4.192, -0.489, 0.507], [4.877, -0.932, 4.310], [4.396, 0.667, 3.657], [0.399, 4.398, 0.993], [0.585, 4.059, 2.171], [0.821, 3.936, -0.206], [-0.190, 5.584, 0.797], [0.512, 4.434, -1.017], [1.318, 3.066, -0.299], [-0.379, 6.099, 1.640], [-0.618, 5.723, -0.100], [-2.914, 2.381, 0.898], [-2.222, 1.520, 0.360], [-3.166, 3.638, 0.399], [-3.702, 2.108, 1.935], [-2.667, 3.997, -0.392], [-3.754, 4.203, 0.982], [-3.649, 1.156, 2.282], [-4.261, 2.763, 2.449], [5.480, -1.037, -1.579], [4.421, -0.466, -1.245], [5.938, -2.051, -0.835], [6.174, -0.722, -2.690], [6.743, -2.585, -1.106], [5.365, -2.232, -0.019], [5.739, -0.117, -3.364], [6.922, -1.336, -2.962], [1.332, -5.478, 0.894], [0.331, -5.740, 0.233], [1.694, -6.181, 1.976], [2.109, -4.404, 0.627], [1.115, -6.973, 2.195], [2.432, -5.895, 2.592], [1.778, -3.871, -0.158], [3.056, -4.325, 0.953]],
  "forces_ev_per_a": [[1.069, 1.248, -0.103], [-0.566, -0.253, 0.283], [0.545, -0.275, -0.408], [-0.043, 0.269, -0.786], [-0.493, 0.017, 0.133], [0.148, 0.014, -0.076], [0.078, -0.801, -0.035], [0.120, -0.285, 0.851], [0.175, -0.471, -0.057], [0.081, 0.177, -0.498], [-0.013, -0.002, 0.319], [-1.241, 0.214, 0.522], [-0.756, 0.257, 0.875], [0.420, -1.403, 0.361], [-0.212, 0.258, -1.088], [-0.330, 0.203, -0.096], [0.104, 0.747, -0.414], [-0.052, -0.263, -0.504], [-0.027, -0.155, 0.074], [0.110, 0.252, 0.298], [0.288, 0.389, 0.610], [0.370, -0.242, 0.250], [0.148, 0.319, 0.053], [-0.031, -0.347, -0.327], [1.059, 1.243, -0.646], [-0.204, 0.062, 0.648], [-0.068, -0.364, 0.187], [0.441, -0.720, 0.545], [-1.137, -0.236, -0.369], [-0.046, -0.576, -0.306], [-0.099, 0.565, -0.457], [0.033, -0.017, 0.420], [0.521, -1.688, 0.105], [-0.084, 0.450, -0.021], [-0.519, 0.556, -0.211], [0.530, 1.028, -0.085], [-0.434, -0.575, 0.895], [0.034, 0.234, 0.028], [0.138, -0.258, -0.161], [-0.048, 0.014, -0.031], [2.096, -0.517, -0.078], [-0.495, 0.750, -0.852], [-0.357, -0.026, 0.651], [-0.324, 0.193, 0.717], [-0.099, -0.318, -0.177], [0.590, 0.169, -0.185], [-0.911, 0.373, -0.039], [-0.506, -0.419, -0.625], [0.181, 1.229, -0.663], [-0.292, 0.178, -0.028], [0.130, -1.486, -0.912], [0.342, -1.280, 1.299], [-0.067, -0.063, -0.068], [-0.428, 1.061, -0.154], [-0.121, 0.661, 0.416], [0.028, -0.101, 0.440], [0.748, 0.752, 2.159], [0.468, -1.127, -1.815], [0.441, -1.783, 0.217], [-1.036, 1.351, -0.243], [0.384, -0.180, -0.219], [-0.142, 0.029, -0.058], [-0.516, 0.126, -0.366], [-0.267, 0.859, 0.359], [-0.679, 0.077, -1.373], [0.247, 0.764, -0.160], [0.421, -0.330, 0.133], [-0.361, -1.184, 1.390], [0.022, 0.052, 0.157], [0.169, 0.519, -0.441], [0.054, 0.176, 0.302], [0.111, 0.090, -0.128], [-1.040, -0.253, 0.030], [0.455, 0.126, -0.871], [-0.165, 0.124, 0.065], [0.177, 0.146, -0.067], [-0.062, -0.131, 0.358], [0.580, -0.460, 0.355], [0.109, -0.032, -0.013], [0.005, 0.223, -0.305], [-1.059, 0.206, -0.556], [0.324, -0.001, 0.133], [0.219, -1.016, 0.738], [0.213, 0.599, -0.433], [0.145, 0.062, 0.156], [-0.106, -0.043, 0.030], [0.419, 0.082, -0.014], [-0.054, 0.188, -0.040]]
}



Number 1: orbital gap 0.270 Ha, HOMO level -7.4 eV, F_max 0.0341 hartree/bohr. Number 2: orbital gap 0.335 Ha, HOMO level -8.9 eV, F_max 0.0468 hartree/bohr.